[1]
C43H33Cl2N6O4SSbW | ωB97M-V/def2-TZVPD

Relative energy (zero: lowest compared OMol25 entry of this formula, charge and spin) ... 0.00 kcal per mole
Net charge ... +2
Expectation value of S² ... 2.02
2S+1 ... 3

Structure (XYZ):
```
91
C43H33Cl2N6O4SSbW ωB97M-V/def2-TZVPD
W -0.59 0.70 -0.37
Cl -4.22 -5.20 -1.04
C -3.19 -3.86 -1.37
C -2.94 -2.94 -0.37
C -2.11 -1.85 -0.61
N -1.82 -0.81 0.30
C -2.40 -0.73 1.55
O -3.15 -1.51 2.08
C -1.95 0.52 2.27
C -2.36 0.79 3.56
C -1.88 1.93 4.19
C -0.99 2.75 3.50
C -0.63 2.42 2.22
N -1.11 1.33 1.60
C -1.54 -1.68 -1.88
C -1.79 -2.61 -2.88
C -2.61 -3.70 -2.63
Cl -2.89 -4.83 -3.89
N -0.77 -0.50 -2.01
C -0.12 -0.15 -3.19
O -0.08 -0.76 -4.22
C 0.64 1.14 -3.03
C 1.46 1.61 -4.04
C 2.22 2.75 -3.82
C 2.13 3.38 -2.59
C 1.29 2.86 -1.63
N 0.54 1.76 -1.84
H -3.40 -3.08 0.60
H -3.03 0.10 4.04
H -2.18 2.18 5.19
H -0.57 3.64 3.96
H 0.08 3.02 1.66
H -1.35 -2.50 -3.86
H 1.48 1.07 -4.98
H 2.87 3.13 -4.59
H 2.72 4.26 -2.36
H 1.21 3.32 -0.65
S 1.57 0.07 0.41
Sb 2.22 -2.01 1.30
C 2.44 -3.25 -0.35
C 2.03 -4.58 -0.25
C 2.23 -5.42 -1.33
C 2.84 -4.95 -2.49
C 3.24 -3.62 -2.58
C 3.04 -2.76 -1.51
C 4.05 -1.38 2.09
C 4.90 -0.73 1.19
C 6.09 -0.19 1.66
C 6.42 -0.28 3.01
C 5.58 -0.95 3.89
C 4.39 -1.51 3.43
C 0.77 -2.84 2.55
C 0.97 -3.00 3.92
C -0.03 -3.60 4.67
C -1.21 -4.02 4.05
C -1.40 -3.84 2.69
C -0.41 -3.25 1.92
H 1.57 -4.96 0.65
H 1.92 -6.46 -1.27
H 3.00 -5.61 -3.33
H 3.71 -3.25 -3.48
H 3.34 -1.72 -1.58
H 4.65 -0.65 0.14
H 6.75 0.31 0.97
H 7.33 0.16 3.37
H 5.85 -1.05 4.93
H 3.76 -2.04 4.13
H 1.88 -2.68 4.40
H 0.10 -3.74 5.73
H -1.98 -4.49 4.64
H -2.32 -4.16 2.22
H -0.56 -3.11 0.86
O -1.38 7.83 -0.37
C -1.90 7.51 -1.64
N -2.04 6.07 -1.66
C -3.23 5.46 -1.88
O -4.23 6.04 -2.25
C -3.28 3.96 -1.69
C -4.46 3.32 -2.06
C -4.56 1.94 -1.91
C -3.49 1.24 -1.41
N -2.34 1.85 -1.04
C -2.26 3.19 -1.18
H -1.55 8.76 -0.17
H -1.22 7.82 -2.43
H -2.89 7.94 -1.82
H -1.27 5.57 -1.27
H -5.27 3.92 -2.46
H -5.46 1.41 -2.18
H -3.53 0.17 -1.30
H -1.34 3.63 -0.84
```


[2]
C33H39BrCeN5OS | ωB97M-V/def2-TZVPD

Relative energy (zero: lowest compared OMol25 entry of this formula, charge and spin) ... 0.00 kcal per mole
Net charge ... +2
Expectation value of S² ... 0.75
2S+1 ... 2

Structure (XYZ):
```
81
C33H39BrCeN5OS ωB97M-V/def2-TZVPD
Ce -0.63 0.26 -0.16
C 5.61 0.90 1.13
C 4.79 1.61 0.01
C 3.89 2.74 0.51
C 4.22 0.66 -1.06
C 5.22 0.22 -1.93
C 4.90 -0.48 -3.09
C 3.58 -0.66 -3.45
C 2.56 -0.24 -2.58
C 1.18 -0.42 -3.15
C 1.01 0.39 -4.46
C 0.85 -1.87 -3.51
C 2.88 0.29 -1.31
N 1.87 0.39 -0.31
C 2.27 0.09 0.98
C 1.40 0.28 2.06
C 1.71 -0.08 3.42
C 0.59 0.23 4.19
C -0.43 0.64 3.30
N 0.07 0.65 1.99
C -1.89 0.93 3.58
C -2.25 2.34 3.05
C -2.79 -0.10 2.86
C -2.15 0.86 5.12
H 6.35 1.61 1.59
H 6.14 0.02 0.70
H 4.95 0.46 1.90
H 5.56 2.09 -0.59
H 3.34 2.50 1.45
H 3.12 2.96 -0.26
H 4.55 3.63 0.70
H 6.26 0.39 -1.71
H 5.71 -0.85 -3.70
H 3.28 -1.09 -4.38
H 0.48 -0.03 -2.40
H 1.62 0.00 -5.28
H 1.28 1.45 -4.34
H -0.06 0.33 -4.79
H 1.36 -2.13 -4.48
H -0.25 -2.03 -3.69
H 1.18 -2.60 -2.74
H 3.20 -0.44 1.19
H 2.68 -0.44 3.73
H 0.50 0.21 5.26
H -2.11 2.39 1.97
H -1.63 3.11 3.55
H -3.32 2.55 3.24
H -2.60 -0.07 1.75
H -3.86 0.10 3.06
H -2.58 -1.14 3.21
H -1.59 1.62 5.70
H -1.91 -0.14 5.54
H -3.24 1.01 5.29
O -5.79 4.25 -0.66
C -4.86 3.27 -0.72
C -5.18 1.91 -0.42
C -4.19 0.96 -0.49
N -2.89 1.31 -0.73
C -2.58 2.58 -1.05
Br -0.79 3.11 -1.50
C -3.53 3.58 -1.09
H -6.70 3.88 -0.51
H -6.18 1.59 -0.15
H -4.34 -0.10 -0.34
H -3.22 4.59 -1.36
N 1.52 -3.03 0.91
C 0.30 -3.31 0.42
N -0.48 -2.35 -0.12
C -1.63 -2.93 -0.70
C -2.63 -2.29 -1.46
C -3.79 -3.01 -1.85
C -3.97 -4.30 -1.43
C -2.94 -4.97 -0.73
C -1.75 -4.31 -0.38
S -0.33 -4.96 0.46
H 1.95 -2.16 0.60
H 2.13 -3.80 1.14
H -2.58 -1.27 -1.86
H -4.52 -2.47 -2.45
H -4.88 -4.86 -1.63
H -3.04 -6.01 -0.51
```


[3]
C3H6N2O3 | ωB97M-V/def2-TZVPD

Relative energy (zero: lowest compared OMol25 entry of this formula, charge and spin) ... 101.05 kcal per mole

Structure (XYZ):
```
14
C3H6N2O3 ωB97M-V/def2-TZVPD
C -0.34 -0.70 2.58
C -0.84 1.33 0.83
C 0.82 -0.86 -0.83
N -1.16 1.81 -0.45
N -0.39 0.07 0.91
O -0.49 -1.83 2.70
O -0.90 2.09 1.77
O -0.42 -0.84 -0.13
H -0.15 0.05 3.23
H 0.80 -0.35 -1.76
H 1.12 -1.89 -1.07
H 1.55 -0.40 -0.24
H -0.96 1.24 -1.23
H -1.94 2.54 -0.51
```


[4]
C6H33N2O8 | ωB97M-V/def2-TZVPD

Relative energy (zero: lowest compared OMol25 entry of this formula, charge and spin) ... 73.21 kcal per mole
Net charge ... +1

Structure (XYZ):
```
49
C6H33N2O8 ωB97M-V/def2-TZVPD
N 0.59 0.99 0.20
C 1.43 0.94 1.47
C 1.55 -0.53 1.91
N 0.22 -1.15 1.66
C -0.69 -1.08 2.85
C -2.03 -0.46 2.53
C 0.45 -2.63 1.39
C 0.97 -2.93 0.00
H 0.37 1.97 -0.04
H 1.09 0.50 -0.56
H -0.21 0.38 0.46
H 2.29 1.54 1.26
H 0.76 1.34 2.24
H 2.33 -1.02 1.35
H 1.68 -0.60 2.98
H -0.81 -2.06 3.32
H -0.18 -0.38 3.54
H -2.92 -0.97 2.87
H -2.17 -0.42 1.43
H -1.96 0.62 2.65
H 1.33 -2.80 2.05
H -0.34 -3.28 1.74
H 0.46 -2.35 -0.77
H 2.04 -2.71 -0.08
H 0.82 -3.97 -0.34
H 4.70 0.55 -0.41
H 3.27 1.10 -0.40
O 3.91 0.63 0.14
H 1.34 0.46 -4.52
H 2.12 1.54 -3.88
O 2.13 0.58 -3.99
H -2.05 -1.10 -3.38
H -2.51 0.38 -3.62
O -1.99 -0.19 -3.06
H -2.54 1.80 0.79
H -2.54 3.28 0.76
O -1.95 2.56 1.00
H 1.41 -0.72 -2.52
H -0.06 -0.19 -2.77
O 0.63 -0.34 -2.12
H -4.61 0.46 0.07
H -3.35 0.57 -0.80
O -3.69 0.75 0.08
H 1.72 4.13 -0.37
H 1.43 3.84 -1.81
O 1.62 3.38 -0.98
H -1.82 -1.47 -0.91
H -2.33 -2.57 0.14
O -2.56 -1.95 -0.53
```


[5]
C10H14NO3P | ωB97M-V/def2-TZVPD

Relative energy (zero: lowest compared OMol25 entry of this formula, charge and spin) ... 10.91 kcal per mole
Net charge ... -2

Structure (XYZ):
```
29
C10H14NO3P ωB97M-V/def2-TZVPD
C -2.85 0.37 -2.32
C -2.48 -0.58 -1.34
C -1.91 1.38 -2.63
C -1.27 -0.60 -0.74
C -0.71 1.42 -1.93
C -0.33 0.43 -1.04
C 1.30 -2.03 1.31
C 0.01 0.02 2.32
C 1.82 1.34 -0.37
C 1.23 -0.59 1.70
N 0.85 0.33 -0.41
O 2.59 1.64 2.74
O 2.31 -0.77 3.58
O 4.02 -0.12 1.76
P 2.77 0.20 2.45
H -3.83 0.24 -2.92
H -3.12 -1.38 -1.25
H -2.11 2.30 -3.28
H -1.08 -1.33 -0.04
H -0.18 2.25 -2.23
H 2.06 -2.50 1.77
H 1.67 -1.99 0.26
H 0.36 -2.69 1.48
H 0.34 0.77 2.89
H -0.87 0.18 1.80
H -0.26 -0.79 3.10
H 2.62 1.10 0.34
H 2.45 1.66 -1.41
H 1.35 2.31 -0.15
```


[6]
C33H31AsBrIN5O7STi | ωB97M-V/def2-TZVPD

Relative energy (zero: lowest compared OMol25 entry of this formula, charge and spin) ... 30.45 kcal per mole
Net charge ... -1

Structure (XYZ):
```
81
C33H31AsBrIN5O7STi ωB97M-V/def2-TZVPD
Ti 0.40 0.29 -0.53
Br 0.38 -6.77 -2.67
C 0.84 -5.02 -2.11
C 1.99 -4.41 -2.61
C 2.34 -3.15 -2.21
C 1.53 -2.39 -1.33
O 1.85 -1.17 -1.05
C 0.40 -3.06 -0.78
C -0.33 -2.51 0.32
N -0.17 -1.32 0.78
C -0.81 -0.99 2.01
C -1.96 -0.26 2.04
C -2.46 0.24 3.26
C -1.79 0.03 4.44
C -0.61 -0.76 4.44
C 0.12 -1.05 5.61
C 1.23 -1.83 5.54
C 1.61 -2.35 4.28
N 0.98 -2.09 3.17
C -0.12 -1.29 3.22
C 0.07 -4.36 -1.19
H 2.62 -4.95 -3.32
H 3.24 -2.68 -2.60
H -1.04 -3.17 0.83
H -2.49 -0.05 1.12
H -3.36 0.84 3.25
H -2.14 0.44 5.37
H -0.22 -0.64 6.55
H 1.81 -2.07 6.42
H 2.48 -2.99 4.20
H -0.80 -4.84 -0.75
C 2.40 1.25 3.22
C 2.11 0.73 1.99
N 1.05 1.14 1.24
C 0.26 2.14 1.77
C 0.51 2.71 3.05
C 1.58 2.26 3.78
C -0.43 3.72 3.49
C -1.48 4.10 2.73
C -1.74 3.50 1.44
C -2.80 3.82 0.63
C -2.94 3.13 -0.60
C -2.05 2.15 -0.95
N -0.99 1.78 -0.17
C -0.83 2.50 1.00
H 3.25 0.87 3.77
H 2.70 -0.06 1.55
H 1.78 2.66 4.76
H -0.26 4.18 4.46
H -2.16 4.86 3.08
H -3.51 4.58 0.93
H -3.75 3.36 -1.28
H -2.17 1.60 -1.88
C 2.57 2.89 -3.82
As 2.69 1.27 -2.79
C 2.61 -0.21 -4.01
C 4.45 1.18 -2.03
O 1.69 1.48 -1.46
H 3.41 2.95 -4.52
H 2.59 3.73 -3.13
H 1.62 2.85 -4.33
H 3.58 -0.70 -4.03
H 2.35 0.19 -4.99
H 1.82 -0.90 -3.73
H 5.22 1.18 -2.81
H 4.50 0.25 -1.46
H 4.60 2.02 -1.35
O -0.34 -1.26 -4.14
S -0.76 0.01 -3.58
O -2.15 0.35 -3.85
O -0.68 -0.19 -2.02
O 0.16 1.10 -3.90
N -4.84 -0.09 -2.53
C -3.99 -0.87 -1.82
O -3.66 -0.59 -0.68
C -3.45 -2.14 -2.43
I -4.15 -2.72 -4.36
H -5.00 0.83 -2.15
H -4.88 -0.21 -3.53
H -3.71 -2.96 -1.76
H -2.37 -2.04 -2.51
```